(1)
Density functional theory data (wB97M-V/def2-TZVPD) for one molecule with the formula CH3N3S at a distorted geometry.

```
! RIJCOSX wB97M-V def2-TZVPD def2/J DEFGRID3
* xyz 0 3
N -0.467 0.733 0.623
C -0.043 -0.654 0.339
N 1.059 0.525 -1.332
S 0.366 1.695 -0.412
N 0.767 -0.684 -0.902
H -1.477 1.050 0.484
H 0.575 -1.223 1.083
H -0.780 -1.442 0.116
*
```

The LUMO energy (spin up / spin down) comes out at 0.47 / -2.06 eV.

***

(2)
Density functional theory data (wB97M-V/def2-TZVPD) for a 10-piece molecular cluster, C34H96N12O10 overall at a distorted geometry.

```
! RIJCOSX wB97M-V def2-TZVPD def2/J DEFGRID3
* xyz 0 1
N -2.600 -3.275 4.123
H 2.365 3.861 -3.573
C 3.492 2.393 -4.060
H -0.404 6.163 0.296
H -0.305 -2.307 3.218
H -3.825 -0.197 -0.881
H 2.231 -0.177 -0.029
H 5.752 -1.039 2.895
C -2.721 1.539 3.152
C -3.474 2.761 3.558
H -1.405 0.082 0.004
H 2.077 -4.891 -4.642
H -1.959 -1.971 -3.778
H 5.081 -3.668 6.305
H -2.300 -4.493 2.501
H 4.206 0.497 -4.376
O -0.057 -4.148 4.062
H -2.907 1.337 2.097
C -5.709 4.293 4.812
H -1.051 6.114 1.944
H 1.935 -4.368 3.556
H 1.835 5.183 -0.649
H -3.002 0.241 -5.732
H -2.302 -1.431 2.409
N 0.902 0.249 -2.285
H 1.589 -3.134 4.907
H -6.321 3.546 5.319
H -0.178 -2.856 -5.927
H -1.907 3.854 3.308
C -0.496 -3.341 2.930
C 4.907 -1.712 2.748
H -5.781 4.352 3.726
N 3.589 1.128 -3.885
H -5.989 3.873 0.371
H -1.681 1.565 3.478
O 4.303 -2.238 5.075
H -5.652 2.036 -0.457
H -4.655 4.002 -1.762
H -1.663 0.421 -6.741
H 3.776 6.108 -0.582
H 1.433 -3.850 0.271
C 1.454 5.035 1.441
C -0.332 6.607 1.289
H 0.923 -0.750 -2.432
H -0.619 2.329 -3.875
H -2.110 -3.829 4.811
H -6.145 5.190 5.251
N 4.221 -5.034 0.667
H 0.369 0.718 -3.003
C 2.390 4.883 0.240
H -0.571 7.656 1.116
H 0.026 -3.426 1.977
H -0.606 -6.267 -4.123
C 0.380 0.468 -0.965
C 1.325 -4.066 4.408
H 5.853 -3.252 3.883
C -4.332 0.191 -1.765
H 0.184 -1.272 -5.714
H 1.002 -1.442 -0.237
H -2.369 3.500 -1.498
C -0.591 -5.701 -5.054
C 1.263 -4.417 -4.093
N 2.534 2.885 -3.379
H 3.032 -3.183 0.690
H 3.462 3.340 1.132
H 3.728 -0.173 1.797
H 1.724 1.455 1.972
C 3.092 3.519 0.122
H -2.833 2.781 5.583
H 2.065 4.953 2.340
O 4.247 2.976 -4.817
C -3.779 2.858 5.046
O -4.323 4.193 5.307
O -4.235 1.593 -1.785
O 0.066 -4.395 -4.895
H 5.905 -2.888 1.414
C 2.960 -5.102 0.403
H 4.704 -5.920 0.623
N 5.103 -2.273 1.418
C -1.121 0.168 -1.045
O 0.969 6.362 1.577
H 1.484 -4.976 4.986
H -3.598 -2.385 1.703
O 2.452 -6.158 0.025
H -3.155 0.754 3.771
O 0.652 -0.210 1.346
H 2.234 2.336 -2.586
H -2.260 -3.355 -4.877
H 2.433 2.659 0.007
C 4.121 -3.219 6.052
H -0.318 -2.593 -3.448
N 3.460 5.899 0.355
H 5.256 -1.484 0.807
H 0.511 1.508 -0.668
H 3.972 3.475 -0.520
H -1.377 -0.702 -1.650
C 3.686 -0.855 2.646
N -2.853 3.923 2.962
H -4.384 2.014 5.380
H -1.580 1.092 -1.397
H 3.445 -0.339 3.575
C -2.923 4.064 -0.747
H -1.291 2.430 -5.511
C -1.376 1.925 -4.548
C -1.963 -0.079 -5.821
H 3.785 -3.104 -3.560
H -3.409 -1.991 -4.669
H 1.028 -5.047 -3.236
C -4.582 2.225 -0.544
C -2.527 -2.370 1.904
H -1.624 -5.450 -5.293
H -2.385 -1.890 -6.870
H 4.585 -4.188 1.082
H 2.884 -3.728 -2.156
C -2.020 -3.484 2.803
N 0.507 -2.454 -2.882
H -4.409 2.630 3.014
C 4.864 -2.800 3.815
C 1.166 -0.399 0.035
H 0.237 0.969 2.892
C -1.773 -1.597 -6.017
H -5.376 -0.112 -1.683
H 3.431 -3.978 5.682
H -4.022 1.987 0.360
H -2.127 -2.400 4.296
H -2.403 3.795 0.173
C 2.923 -2.944 -2.913
H -3.248 4.607 3.592
N -0.416 -1.916 -6.210
H 3.016 -1.959 -2.455
C 1.592 -2.975 -3.673
H 1.695 -2.426 -4.609
H 2.774 0.603 -3.602
N -5.164 4.439 0.231
H -2.372 2.075 -4.131
H 2.813 -1.475 2.439
H -3.774 -0.311 -2.556
H -0.050 -6.353 -5.740
H 0.630 4.321 1.455
C -2.360 -2.278 -4.744
H 0.366 -3.031 -2.065
C 0.710 1.058 1.915
H 2.934 6.714 0.635
N 2.435 -3.931 0.368
C -4.391 3.695 -0.750
H 3.663 -2.763 6.930
H -2.701 5.122 -0.887
H -1.956 -2.361 0.975
H 0.075 1.733 1.341
H -4.777 4.397 1.163
O -1.267 0.461 -4.647
H 4.248 -3.607 3.417
*
```

The LUMO energy comes out at 0.32 eV. The SMILES is COC[C@H](C)N.COC[C@H](C)N.COC[C@H](C)N.COC[C@H](C)N.COC[C@H](C)N.COC[C@H](C)N.COC[C@H](C)N.COC[C@H](C)N.NC(N)=O.NC(N)=O.

***

(3)
Density functional theory data (wB97M-V/def2-TZVPD) for one molecule with the formula C4H12N2S at a distorted geometry.

```
! RIJCOSX wB97M-V def2-TZVPD def2/J DEFGRID3
* xyz 0 1
H 1.308 -0.392 -0.580
C -0.864 -2.020 0.824
H -0.125 -0.082 -1.462
H 1.637 1.910 -1.862
H 0.140 -1.843 1.205
C -1.408 -0.594 0.615
H -1.404 -2.522 1.624
C 0.493 0.342 -0.651
H -1.897 -0.317 1.543
H -2.053 -0.519 -0.262
H -0.044 2.166 -1.374
S -0.655 -2.895 -0.818
C 0.933 1.782 -1.048
H 0.980 2.762 0.799
N -0.265 0.366 0.627
H -0.600 1.333 0.608
H 2.367 1.978 0.362
N 1.575 2.498 0.048
H -0.117 -3.954 -0.201
*
```

The LUMO energy comes out at 0.91 eV. The SMILES is NCCNCCS.

***

(4)
Density functional theory data (wB97M-V/def2-TZVPD) for C47H36GeN3O2PtS2 as an isolated structure.

```
! RIJCOSX wB97M-V def2-TZVPD def2/J DEFGRID3
* xyz 0 4
H -1.177 2.372 0.373
C -2.331 -1.529 4.982
C 3.665 -1.691 0.590
C -3.256 -0.918 5.998
C 2.625 2.171 -4.992
C 3.445 -3.515 2.113
C -1.019 0.843 -4.056
H -0.686 -4.427 4.327
C 5.074 -1.753 0.744
C -2.382 0.603 0.125
H -3.621 0.053 5.666
H -2.768 4.216 -3.474
H -1.299 -3.323 0.520
C 4.838 -3.593 2.232
H -2.033 3.591 -5.752
H 3.006 1.597 -5.826
C -2.152 -2.812 -1.153
H -0.697 -0.766 2.113
C -2.940 2.476 1.567
C 1.103 3.648 1.659
C -0.574 -2.648 3.126
C -3.562 -0.023 0.528
Pt 0.967 -0.445 0.070
C 2.805 -2.543 1.350
H -2.745 -0.779 6.953
H -3.460 -3.336 -4.732
H 1.033 4.335 3.686
C -2.650 -4.058 -1.520
H -4.116 -1.565 6.181
C -1.013 -1.352 2.962
H -5.351 0.108 1.697
H 2.436 0.464 -3.694
H 6.735 -2.750 1.698
O -0.167 -4.449 1.247
H 1.377 0.114 3.135
H 2.861 -4.244 2.652
N 3.103 -0.836 -0.319
H 6.936 -0.839 0.163
C -2.268 3.270 -3.643
H -4.799 2.331 2.632
C -1.421 1.175 -2.760
C -3.108 -4.240 -2.815
H 1.046 4.649 1.245
H 1.263 2.046 4.623
H -2.548 -1.154 -4.069
C 1.106 3.478 3.030
H -2.410 2.692 -1.598
C 1.295 1.103 2.700
S 0.618 -3.518 2.118
H -0.915 1.412 -6.120
C 2.314 1.534 -3.810
C -2.568 -1.960 -3.349
C -2.055 2.405 -2.577
O -1.728 -2.532 0.096
H -3.831 -0.987 0.120
C 1.243 1.242 1.315
H -0.531 -0.108 -4.236
C -2.086 -1.757 -2.058
C -1.238 1.698 -5.126
C -3.084 -3.192 -3.727
H -2.669 -4.865 -0.798
H 1.854 5.387 -4.186
C 1.826 2.291 -2.745
C 5.273 -0.001 -0.879
H -2.259 -3.443 5.952
C 5.863 -0.842 0.013
H -2.684 3.449 1.970
H -3.499 -5.205 -3.112
C 1.689 3.676 -2.884
N 1.536 1.809 -1.477
S 1.231 4.361 -1.360
C 1.191 2.548 0.801
C 1.972 4.317 -4.085
C -1.025 -3.404 4.206
H 5.259 -4.371 2.857
Ge -1.236 -0.157 -1.307
C -4.428 0.601 1.416
C -1.860 2.920 -4.921
C 2.440 3.551 -5.135
C -4.123 1.851 1.936
H 3.405 0.548 -1.783
C 1.287 2.765 -0.645
C 1.228 2.197 3.551
C -2.080 1.852 0.672
N 1.421 -2.363 1.227
C -1.905 -2.851 5.117
H -2.202 0.228 3.763
C 3.882 -0.056 -1.034
C 5.659 -2.712 1.592
H 5.842 0.700 -1.473
H 2.681 4.028 -6.076
C -1.875 -0.795 3.896
*
```

The LUMO energy (spin up / spin down) comes out at -0.17 / -1.82 eV.